1.
Molecular formula: C19H20As2CoF5IO2
Method: DFT, ωB97M-V/def2-TZVPD

Structure (XYZ):
```
50
Properties=species:S:1:pos:R:3:forces:R:3:lowdin_charge:R:1
Co -0.311710 -0.177188 0.309909 -0.10 0.13 0.49 0.406
C 2.279352 -2.168464 -1.647286 -0.02 0.04 0.17 -0.250
As 0.997062 -0.689946 -1.658255 0.50 -0.75 -1.30 1.168
C 2.039737 0.639093 -2.655393 -0.03 0.04 0.18 -0.257
C -0.368281 -1.187438 -2.982433 0.13 0.13 0.25 -0.392
C -0.011264 -1.702989 -4.225017 0.18 0.02 0.10 -0.093
C -0.980426 -2.025279 -5.160915 0.07 -0.02 -0.02 -0.052
C -2.321230 -1.828659 -4.871141 -0.05 0.00 0.03 -0.050
C -2.687897 -1.314143 -3.640870 -0.11 0.10 0.09 -0.097
C -1.721035 -0.989077 -2.695660 -0.09 0.12 0.26 -0.404
As -2.290516 -0.166172 -1.019323 -1.21 -0.09 -0.80 1.157
C -3.983952 -1.047034 -0.590831 0.16 -0.04 0.13 -0.247
C -2.964659 1.554784 -1.663702 0.04 -0.02 0.11 -0.252
H 2.817652 -2.246216 -2.595759 -0.21 0.09 0.08 0.039
H 1.776688 -3.111187 -1.424726 -0.02 0.15 -0.03 0.043
H 3.002793 -1.968003 -0.850974 -0.12 -0.02 -0.12 0.039
H 2.384505 0.193725 -3.594851 -0.12 0.06 0.22 0.042
H 2.907570 0.937229 -2.060941 -0.06 -0.09 -0.07 0.039
H 1.444061 1.526618 -2.874437 -0.03 -0.11 -0.02 0.035
H 1.036027 -1.848889 -4.464196 -0.02 -0.06 -0.04 0.105
H -0.691891 -2.431999 -6.118524 0.05 -0.01 -0.06 0.117
H -3.080051 -2.067552 -5.601670 -0.02 -0.05 -0.04 0.118
H -3.736741 -1.150180 -3.413196 0.06 -0.05 -0.08 0.103
H -4.754327 -0.744951 -1.303070 0.15 -0.02 0.03 0.036
H -4.297726 -0.751859 0.413424 0.09 0.01 -0.13 0.039
H -3.860774 -2.130249 -0.611568 0.04 0.09 -0.01 0.045
H -3.735517 1.367908 -2.415792 0.14 0.00 0.09 0.041
H -2.163212 2.150791 -2.100481 -0.03 -0.10 0.01 0.030
H -3.402114 2.109266 -0.830602 0.03 -0.08 -0.05 0.039
F -0.176294 2.047495 -0.277033 1.97 0.76 -0.43 -0.027
C 1.182023 2.334678 -0.020015 -2.59 -2.54 2.68 -0.004
F 1.522049 1.267190 0.804930 0.59 1.83 -1.48 0.041
C 1.235625 3.641814 0.766283 0.26 2.45 1.21 -0.567
F 1.112352 3.485980 2.099661 0.11 -0.65 -1.10 0.180
F 2.378464 4.287147 0.554720 0.07 -0.48 -0.25 0.187
F 0.236580 4.442240 0.378616 0.15 -0.51 -0.27 0.176
I -1.718999 5.264393 4.800412 0.10 -0.40 -0.13 0.880
C -1.269891 3.272577 4.271246 -0.20 0.38 0.04 -0.714
C -1.713239 2.779125 3.049619 -0.02 0.17 0.15 -0.164
C -1.412637 1.475352 2.705210 0.22 -0.22 0.04 -0.067
C -0.663151 0.674588 3.562058 0.09 -0.39 0.00 -0.128
C -0.252292 1.170360 4.795788 -0.13 -0.02 -0.28 0.004
C -0.556191 2.471524 5.153360 -0.06 0.12 -0.07 -0.123
C -0.289400 -0.754336 3.192375 -0.33 1.10 1.58 -0.576
O -0.062696 -1.570861 4.046816 0.11 -0.17 -0.22 0.120
O -0.248247 -0.962536 1.919996 0.25 -1.09 -1.21 -0.158
H -2.285291 3.402120 2.379717 -0.09 0.10 -0.01 0.095
H -1.801057 1.065045 1.768340 -0.01 0.10 0.18 0.071
H 0.301070 0.524708 5.460830 0.02 -0.07 0.04 0.128
H -0.245414 2.857810 6.111944 0.04 0.06 0.04 0.101
```
Forces are in eV/Å.

Computed properties:
Orbital gap (spin up / spin down) = 8.2 / 4.8 eV
Net charge = +1
HOMO level (spin up / spin down) = -11.06 / -11.05 eV
ΔE to the lowest compared entry with this formula, charge and spin = 1.225 eV
Multiplicity = 5


2.
Molecular formula: C20H46N2O4
Method: DFT, ωB97M-V/def2-TZVPD

Structure (XYZ):
```
72
Properties=species:S:1:pos:R:3:forces:R:3:lowdin_charge:R:1
C 3.533335 0.154663 -0.916245 -0.19 0.18 0.92 -0.155
O 4.192328 -0.919079 -0.246879 -0.49 -0.13 -0.93 -0.138
H 4.132424 1.057162 -0.909938 0.33 0.30 -0.08 0.072
H 3.241119 -0.042932 -1.939235 0.58 -0.73 -0.32 0.070
H 2.572743 0.426531 -0.480318 -0.11 -0.09 0.58 0.046
H 4.394347 -0.692059 0.679024 -0.13 0.32 -0.52 0.013
C 6.413908 0.843869 1.707843 -0.52 -0.01 0.81 -0.091
O 5.146931 0.165426 1.967811 1.21 0.53 -0.22 -0.145
H 6.677488 0.949285 0.673969 -0.72 -0.20 -0.77 0.076
H 6.345942 1.840837 2.139132 0.23 0.07 0.06 0.081
H 7.245236 0.291291 2.126363 0.11 -0.14 0.44 0.078
H 5.142091 0.026442 2.917572 -0.24 -0.12 0.08 0.088
C 1.772991 -3.024990 1.300176 0.87 0.73 -0.08 -0.013
C 1.486766 -2.358490 2.666127 -0.21 -0.49 -0.24 -0.489
C 1.581968 -0.852824 2.489355 0.12 0.14 -0.20 -0.155
C 0.447679 -0.256174 1.701791 -0.49 -0.09 -0.27 -0.179
C -0.910931 -0.728161 2.220092 -0.27 1.07 -0.01 -0.138
C -1.055328 -2.236260 2.445036 -0.03 0.59 -0.13 -0.490
N 0.132728 -2.657871 3.240310 0.87 0.31 -0.49 -0.074
O 0.109853 -4.066228 3.410682 -0.18 -0.38 -0.39 -0.030
C -2.271512 -2.457913 3.367176 0.73 -0.90 0.39 -0.046
C -1.343746 -2.936719 1.090664 0.57 -1.01 0.82 -0.022
C 2.595486 -2.714753 3.666129 -0.87 -0.38 0.26 -0.033
H 1.384682 -2.392581 0.515075 -0.12 0.08 -0.35 0.060
H 1.444606 -4.024006 1.084603 -0.42 -0.54 0.56 0.076
H 2.862417 -3.023521 1.153425 -0.23 0.03 -0.01 0.085
H 1.605868 -0.370982 3.469424 0.03 -0.06 0.11 0.126
H 2.528312 -0.639818 1.985789 0.05 0.06 0.09 0.100
H 0.455793 -0.547442 0.648952 0.47 0.06 -0.09 0.082
H 0.571613 0.836003 1.729260 -0.43 -0.20 -0.08 0.122
H -1.667806 -0.366025 1.520420 -0.12 -0.44 -0.24 0.102
H -1.201853 -0.174459 3.104222 0.30 -0.06 0.73 0.113
H -3.161778 -2.001013 2.989249 -0.40 0.88 -0.15 0.073
H -2.568513 -3.509814 3.401544 0.38 -0.18 0.06 0.079
H -2.010432 -2.148429 4.395228 -0.34 0.12 -0.50 0.095
H -1.036217 -3.986098 1.182188 -0.16 0.08 -0.01 0.080
H -2.420632 -2.936466 0.987308 -0.23 0.11 -0.45 0.076
H -0.849491 -2.566655 0.192915 -0.07 0.41 0.22 0.066
H 3.548265 -2.367594 3.297443 0.34 -0.04 -0.34 0.070
H 2.649871 -3.778299 3.915131 -0.01 0.15 -0.19 0.086
H 2.398067 -2.155457 4.567905 -0.07 0.05 0.55 0.076
H -0.250111 -4.179473 4.287338 -0.09 -0.08 0.41 0.096
C -1.948396 0.260818 -1.380191 1.09 0.58 -0.54 -0.001
C -1.189156 1.260047 -2.344745 0.01 0.46 0.89 -0.494
C -1.341533 0.831379 -3.756441 0.19 -1.10 -1.88 -0.160
C -2.676007 1.164213 -4.434778 -0.11 -0.94 0.07 -0.186
C -3.017739 2.605429 -4.223734 0.31 0.34 0.57 -0.151
C -3.009361 3.004517 -2.715395 0.48 0.56 -0.31 -0.504
N -1.632189 2.678768 -2.216232 -0.08 -0.86 -0.15 -0.067
O -1.535536 2.894255 -0.811783 -0.66 0.01 0.49 -0.042
C -3.104371 4.532287 -2.658359 -0.22 0.56 -0.19 -0.054
C -4.222616 2.401415 -2.033998 -0.58 -0.76 0.30 -0.037
C 0.336155 1.223197 -2.054879 -1.33 0.74 0.28 -0.040
H -2.812020 -0.205664 -1.851433 -0.05 0.12 0.10 0.076
H -2.181972 0.717049 -0.422297 -0.26 0.13 -0.14 0.067
H -1.209794 -0.503001 -1.159960 -0.07 -0.45 0.02 0.060
H -0.546074 1.230038 -4.393033 0.00 0.62 0.18 0.121
H -1.044297 -0.235528 -3.780558 -0.75 0.12 -0.05 0.133
H -3.498980 0.528199 -4.087739 0.17 -0.03 0.15 0.103
H -2.656736 1.015438 -5.517851 0.35 -0.30 0.07 0.114
H -3.963947 2.806118 -4.735609 -0.07 0.31 0.45 0.127
H -2.247348 3.186327 -4.726241 0.08 0.33 -0.04 0.121
H -3.927088 4.855104 -3.306473 -0.02 -0.02 0.16 0.083
H -3.285233 4.991613 -1.667424 0.14 -0.53 -0.30 0.088
H -2.199284 4.968490 -3.089343 0.02 -0.04 0.14 0.084
H -5.079812 2.978349 -2.381271 -0.16 -0.08 -0.06 0.084
H -4.394543 1.351602 -2.323906 0.08 0.40 0.09 0.072
H -4.272717 2.430419 -0.938203 0.50 0.19 -0.22 0.089
H 0.704576 0.254310 -2.321712 0.32 -0.78 0.53 0.075
H 0.504338 1.587743 -1.047400 0.27 -0.65 0.32 0.072
H 0.866061 1.903340 -2.687911 0.09 0.67 -0.64 0.078
H -1.280867 3.804803 -0.675164 0.20 0.41 -0.31 0.097
```
Forces are in eV/Å.

Computed properties:
Orbital gap = 9.1 eV
SMILES string = CC1(C)CCCC(C)(C)N1O.CC1(C)CCCC(C)(C)N1O.CO.CO
Net charge = 0
HOMO level = -8.53 eV
ΔE to the lowest compared entry with this formula, charge and spin = 1.759 eV
Multiplicity = 1


3.
Molecular formula: C41H37AsBr2IN4O4Ti
Method: DFT, ωB97M-V/def2-TZVPD

Structure (XYZ):
```
91
Properties=species:S:1:pos:R:3:forces:R:3:lowdin_charge:R:1
Ti 0.592451 0.888626 0.211193 0.21 0.07 -0.06 0.939
O -1.889710 -1.846797 0.219074 -0.04 -0.09 -0.06 0.032
C -3.133218 -1.335921 -0.040061 -0.03 -0.16 0.00 -0.265
C -4.193600 -2.152307 -0.402652 -0.02 -0.04 -0.01 -0.009
C -5.427210 -1.595117 -0.709238 0.03 -0.02 0.01 -0.043
C -5.608664 -0.220075 -0.662809 0.01 0.03 0.01 -0.053
C -4.553846 0.585224 -0.264276 -0.14 0.09 -0.07 -0.011
C -3.314808 0.043361 0.056004 0.05 0.07 0.02 -0.114
C -2.262027 0.932287 0.632196 0.11 -0.07 -0.02 -0.290
O -1.098735 1.106879 -0.183890 0.23 -0.12 -0.08 -0.195
N -1.750011 0.373130 1.875998 0.18 -0.06 0.09 0.050
N -0.405541 0.554749 2.081235 -0.33 -0.02 -0.09 -0.073
C 0.055203 0.530253 3.278846 -0.03 -0.05 0.16 -0.152
C 1.454863 0.528840 3.575391 0.01 0.03 -0.07 -0.553
Br 2.558213 0.297103 2.032594 -0.03 -0.03 -0.07 0.938
C 2.035715 0.565772 4.784948 0.06 -0.03 0.14 -0.041
C 1.374025 0.815958 6.057206 -0.03 0.05 0.05 -0.222
C 1.861872 0.161125 7.194288 0.04 -0.05 -0.04 -0.011
C 1.247427 0.341446 8.419761 0.00 -0.01 0.04 -0.038
C 0.167770 1.208641 8.535705 0.01 0.01 0.00 -0.034
C -0.293594 1.904105 7.424128 0.00 0.01 -0.02 -0.050
C 0.302991 1.710470 6.190406 -0.01 -0.01 -0.06 -0.051
H -1.940917 -2.812663 0.256856 0.00 0.10 -0.01 0.111
H -4.054403 -3.229277 -0.441539 -0.01 0.06 -0.01 0.131
H -6.251341 -2.242821 -0.981874 0.03 0.02 0.00 0.124
H -6.568548 0.214628 -0.903949 0.01 0.00 0.01 0.118
H -4.698475 1.658441 -0.175715 0.00 -0.08 -0.01 0.125
H -2.675777 1.931361 0.773593 -0.07 0.17 0.06 0.129
H -2.344431 0.458843 2.692244 0.03 0.09 -0.01 0.159
H -0.626484 0.442892 4.120381 -0.02 0.02 0.04 0.148
H 3.102804 0.365206 4.832908 -0.02 0.02 0.01 0.128
H 2.712455 -0.506039 7.107270 -0.03 0.03 0.01 0.126
H 1.618235 -0.182681 9.290562 -0.01 0.02 -0.02 0.123
H -0.297358 1.364895 9.500698 0.01 -0.01 -0.03 0.123
H -1.103978 2.614241 7.530962 0.03 -0.02 -0.01 0.116
H -0.015601 2.304485 5.339201 0.01 -0.04 0.04 0.062
N 1.521664 4.652905 2.058001 0.08 0.03 0.07 0.245
C 0.574904 3.925694 1.497215 0.06 0.23 -0.16 -0.588
O 0.847382 2.810736 1.000280 0.01 -0.32 0.00 -0.145
C -0.804980 4.501263 1.433589 -0.03 -0.09 0.05 -0.515
I -1.821041 4.080314 3.266918 -0.03 -0.07 -0.06 0.961
H 2.464249 4.295941 2.121401 -0.03 0.00 0.01 0.148
H 1.328789 5.560594 2.453438 -0.01 -0.01 0.02 0.144
H -1.365622 4.043044 0.625919 -0.01 -0.02 0.01 0.051
H -0.798819 5.580800 1.322919 0.02 0.03 0.00 0.068
O 0.925974 -0.673537 -0.636777 -0.13 0.36 0.11 -0.535
As 0.541046 -1.641245 -2.057311 0.08 -0.02 0.14 1.383
C -1.050513 -0.981342 -2.849158 0.04 -0.10 -0.05 -0.301
C -2.110312 -1.859139 -3.050565 0.02 0.06 0.07 -0.081
C -3.262548 -1.401123 -3.671005 -0.04 0.02 -0.03 -0.040
C -3.350915 -0.080264 -4.085620 0.03 0.00 0.00 -0.026
C -2.281993 0.790664 -3.894739 -0.05 -0.01 -0.01 -0.041
C -1.126463 0.340768 -3.282509 0.01 0.02 0.02 -0.111
C 0.432937 -3.414108 -1.398608 -0.04 0.08 -0.09 -0.335
C 0.297635 -4.443740 -2.325324 0.05 -0.03 -0.02 -0.086
C 0.246345 -5.753478 -1.874080 0.00 -0.04 0.04 -0.036
C 0.337317 -6.020181 -0.513187 0.00 0.01 0.00 -0.030
C 0.484909 -4.982841 0.401874 -0.01 -0.08 0.02 -0.044
C 0.535225 -3.668585 -0.036407 -0.01 -0.03 0.03 -0.102
C 2.046490 -1.486613 -3.198907 -0.11 -0.05 -0.03 -0.327
C 2.033849 -0.643188 -4.307809 0.05 -0.05 0.02 -0.083
C 3.153617 -0.589565 -5.124106 0.04 -0.01 0.00 -0.050
C 4.261169 -1.380704 -4.839687 -0.01 0.00 0.01 -0.031
C 4.257132 -2.236088 -3.742292 0.04 0.02 -0.04 -0.050
C 3.147856 -2.293319 -2.916333 0.00 -0.02 -0.03 -0.117
H -2.049216 -2.885453 -2.715630 0.00 -0.07 0.01 0.108
H -4.091847 -2.078635 -3.827639 0.02 0.03 0.00 0.126
H -4.251554 0.271970 -4.571297 0.01 0.00 0.01 0.125
H -2.351146 1.815791 -4.235049 0.00 -0.02 0.00 0.119
H -0.290040 1.015382 -3.151407 0.00 0.02 0.02 0.080
H 0.250295 -4.238157 -3.387863 -0.02 0.00 -0.05 0.122
H 0.144655 -6.563132 -2.584541 0.00 0.01 0.02 0.125
H 0.301026 -7.044252 -0.163814 0.01 0.03 -0.01 0.125
H 0.567316 -5.200457 1.458760 0.00 -0.01 -0.02 0.120
H 0.650788 -2.855799 0.666969 0.02 0.02 0.04 0.101
H 1.156581 -0.064421 -4.559649 -0.04 0.03 -0.02 0.098
H 3.151551 0.047757 -5.998782 0.01 -0.01 0.01 0.121
H 5.125615 -1.347565 -5.491126 -0.03 -0.01 0.02 0.125
H 5.112342 -2.867868 -3.540417 -0.01 0.02 -0.01 0.125
H 3.134360 -2.971995 -2.071841 0.01 0.00 0.01 0.116
Br 4.143615 0.424705 -0.912585 0.02 -0.01 0.02 0.893
C 3.081326 1.720697 -1.756521 0.06 -0.09 0.08 -0.686
C 3.655446 2.452646 -2.781718 0.02 0.10 -0.13 -0.069
C 2.899970 3.425245 -3.410326 0.16 -0.05 -0.03 0.006
C 1.595536 3.641813 -2.986913 -0.06 0.09 -0.06 -0.010
C 1.113045 2.883224 -1.951369 -0.03 -0.04 0.02 -0.130
N 1.833007 1.917553 -1.333317 -0.40 0.10 0.01 -0.050
H 4.677815 2.254132 -3.066941 0.01 0.01 -0.02 0.121
H 3.324844 4.012658 -4.214671 0.01 -0.03 0.02 0.137
H 0.968125 4.391141 -3.450374 0.02 -0.02 0.03 0.131
H 0.105513 3.030092 -1.586711 -0.06 -0.01 0.02 0.112
```
Forces are in eV/Å.

Computed properties:
Orbital gap = 6.5 eV
Net charge = +3
HOMO level = -15.30 eV
ΔE to the lowest compared entry with this formula, charge and spin = 0.000 eV
Multiplicity = 1


4.
Molecular formula: CH2FIO
Method: DFT, ωB97M-V/def2-TZVPD

Structure (XYZ):
```
6
Properties=species:S:1:pos:R:3:forces:R:3:lowdin_charge:R:1
C -0.161641 -1.285981 1.218705 0.01 1.31 -0.94 -0.500
O -0.106203 0.628925 -1.980104 -1.74 0.21 0.67 -0.077
F 0.003448 -0.091517 0.628565 -0.11 -1.49 1.13 -0.184
I 0.815292 -1.231977 3.084737 0.10 0.11 0.07 0.698
H -0.958860 0.735735 -1.482802 0.84 -0.53 -1.00 0.052
H 0.407964 1.244815 -1.469100 0.89 0.39 0.06 0.011
```
Forces are in eV/Å.

Computed properties:
Orbital gap = 8.7 eV
Net charge = 0
HOMO level = -9.84 eV
ΔE to the lowest compared entry with this formula, charge and spin = 2.758 eV
Multiplicity = 1